Entry 1:
The following is a DFT calculation (ωB97M-V with the def2-TZVPD basis set) of 11 unconnected molecules or ions with the total composition C17H56N6O11 in a non-equilibrium geometry.

Last columns: bonded neighbours and bond lengths (Å).
CARTESIAN COORDINATES (ANGSTROEM)
1 H 2.324 -17.739 9.703  C26 1.061
2 C 1.005 -13.939 15.589  H3 1.082, O42 1.430, C81 1.518, H84 1.098
3 H 1.334 -13.058 16.125  C2 1.082
4 O 5.322 -13.089 14.395  H16 0.974, C57 1.356
5 H 6.865 -17.946 13.797  C10 1.105
6 H 3.129 -20.168 17.267  C71 1.122
7 O 0.679 -17.514 13.419  H51 0.975, C53 1.408
8 H 2.278 -13.000 8.805  N22 1.027
9 H 1.718 -13.264 13.931  O42 0.966
10 C 7.738 -18.577 13.553  H5 1.105, C29 1.488, H38 1.101, O78 1.411
11 H -1.312 -17.851 14.002  C53 1.101
12 H 6.887 -15.497 11.377  C28 1.068
13 O 9.722 -14.251 10.696  H49 0.964, C72 1.392
14 H 7.784 -13.574 10.724  C72 1.131
15 H 3.098 -20.237 15.468  C71 1.052
16 H 4.971 -12.479 13.722  O4 0.974
17 H 5.435 -18.227 11.648  N56 1.043
18 H 3.030 -14.904 15.553  C81 1.143
19 O 2.859 -22.565 13.500  C60 1.450, H77 0.976
20 N 4.666 -20.042 13.071  C21 1.281, H63 1.061, H67 1.032
21 C 4.424 -19.896 11.822  N20 1.281, O52 1.382, N56 1.307
22 N 2.821 -13.446 9.554  H8 1.027, C39 1.263, H69 1.036
23 O 3.572 -17.732 16.196  H40 0.979, C65 1.403
24 H 7.376 -20.371 12.813  O78 0.958
25 H 7.467 -15.662 14.331  C58 1.116
26 C 1.850 -17.321 10.556  H1 1.061, H27 1.130, O61 1.363, H74 1.133
27 H 2.058 -18.002 11.434  C26 1.130
28 C 7.919 -15.709 11.206  H12 1.068, H31 1.102, H33 1.049, C72 1.543
29 C 8.877 -18.168 14.419  C10 1.488, H44 1.077, H50 1.115, H79 1.081
30 H 1.727 -20.227 12.884  C82 1.077
31 H 8.115 -16.679 10.718  C28 1.102
32 H 1.460 -20.855 14.529  C82 1.071
33 H 8.361 -15.772 12.155  C28 1.049
34 H -0.263 -16.919 15.147  C53 1.105
35 H 3.761 -14.694 12.666  N66 1.033
36 C 4.091 -16.576 13.142  N37 1.283, O41 1.367, N66 1.245
37 N 3.374 -17.513 13.647  C36 1.283, H55 1.008, H90 1.037
38 H 8.062 -18.365 12.523  C10 1.101
39 C 3.650 -12.941 10.362  N22 1.263, N76 1.282, O83 1.360
40 H 3.429 -17.378 15.295  O23 0.979
41 O 5.292 -16.796 12.527  C36 1.367
42 O 0.985 -13.849 14.162  C2 1.430, H9 0.966
43 H 5.900 -14.149 12.869  C57 1.063
44 H 9.075 -17.115 14.307  C29 1.077
45 H 2.392 -15.934 11.710  O61 0.944
46 H 5.216 -18.695 16.940  C65 1.031
47 H 0.150 -20.773 13.307  C82 1.092
48 H 2.026 -14.975 17.037  C81 1.069
49 H 10.332 -14.959 10.463  O13 0.964
50 H 8.892 -18.292 15.528  C29 1.115
51 H 0.316 -17.007 12.670  O7 0.975
52 O 3.350 -20.525 11.220  C21 1.382
53 C -0.295 -17.742 14.410  O7 1.408, H11 1.101, H34 1.105, H89 1.152
54 H 8.190 -14.627 9.304  C72 1.121
55 H 2.368 -17.476 13.599  N37 1.008
56 N 5.252 -19.132 11.161  H17 1.043, C21 1.307, H80 1.049
57 C 6.300 -13.811 13.794  O4 1.356, H43 1.063, C58 1.537, H64 1.023
58 C 6.676 -14.979 14.719  H25 1.116, C57 1.537, H59 1.054, H62 1.055
59 H 5.908 -15.609 15.073  C58 1.054
60 C 1.524 -22.318 12.991  O19 1.450, C82 1.488, H85 1.068, H86 1.157
61 O 2.045 -16.001 10.835  C26 1.363, H45 0.944
62 H 7.029 -14.619 15.646  C58 1.055
63 H 5.562 -19.825 13.596  N20 1.061
64 H 7.117 -13.226 13.599  C57 1.023
65 C 4.536 -18.751 16.168  O23 1.403, H46 1.031, C71 1.534, H88 1.107
66 N 3.361 -15.573 13.032  H35 1.033, C36 1.245, H68 1.018
67 H 4.030 -20.738 13.491  N20 1.032
68 H 2.611 -15.447 13.709  N66 1.018
69 H 2.501 -14.354 9.936  N22 1.036
70 H 3.802 -11.237 9.235  N76 1.006
71 C 3.695 -20.026 16.308  H6 1.122, H15 1.052, C65 1.534, H87 1.061
72 C 8.381 -14.478 10.398  O13 1.392, H14 1.131, C28 1.543, H54 1.121
73 H 1.547 -15.889 15.613  C81 1.016
74 H 0.760 -17.606 10.431  C26 1.133
75 H 4.354 -11.119 10.827  N76 1.023
76 N 3.956 -11.723 10.103  C39 1.282, H70 1.006, H75 1.023
77 H 2.763 -22.739 14.455  O19 0.976
78 O 7.365 -19.933 13.664  C10 1.411, H24 0.958
79 H 9.845 -18.535 14.108  C29 1.081
80 H 5.157 -19.135 10.116  N56 1.049
81 C 1.976 -15.041 15.972  C2 1.518, H18 1.143, H48 1.069, H73 1.016
82 C 1.212 -20.952 13.491  H30 1.077, H32 1.071, H47 1.092, C60 1.488
83 O 4.042 -13.571 11.500  C39 1.360
84 H 0.071 -14.304 16.035  C2 1.098
85 H 1.524 -22.450 11.931  C60 1.068
86 H 0.757 -23.046 13.462  C60 1.157
87 H 4.406 -20.803 16.183  C71 1.061
88 H 5.153 -18.714 15.249  C65 1.107
89 H -0.227 -18.671 15.087  C53 1.152
90 H 3.773 -18.468 13.596  N37 1.037

Properties
- Relative energy (zero: lowest compared OMol25 entry of this formula, charge and spin): 539.60 kJ/mol
- SMILES string: NC(N)=O.NC(N)=O.NC(N)=O.CCO.CCO.CCO.CCO.CCO.CCO.CO.CO
- Highest occupied orbital energy: -8.5 eV
- Energy: -49995.8871 eV
- LUMO level: 0.12 eV
- 2S+1: 1
- Max |F|: 9.4 eV/Å

Entry 2:
The following is a DFT calculation (ωB97M-V with the def2-TZVPD basis set) of 11 unconnected molecules or ions with the total composition C17H56N8O11 in a non-equilibrium geometry.

Last columns: bonded neighbours and bond lengths (Å).
CARTESIAN COORDINATES (ANGSTROEM)
1 H 1.815 -3.480 1.478  C46 1.081
2 H -4.327 -1.244 -2.730  O14 0.924
3 H 2.295 3.220 0.232  O66 0.984
4 H 2.866 -1.120 3.192  N61 1.044
5 H -0.971 1.740 2.360  N76 1.030
6 H 0.791 -2.062 3.567  O31 0.984
7 H -3.139 1.524 -2.590  O37 0.959
8 H -2.018 -1.883 0.223  O55 0.986
9 H 0.058 2.482 -0.694  C52 1.121
10 H 2.469 -5.036 3.309  C51 1.098
11 H 3.679 -0.001 4.253  N61 1.057
12 H 1.871 -3.776 4.475  C51 1.092
13 H 5.102 1.652 3.383  N73 1.073
14 O -4.415 -2.000 -3.254  H2 0.924, C86 1.364
15 H -0.573 4.159 -2.634  N49 1.030
16 H 3.178 -2.898 2.347  C46 1.101
17 C -0.729 3.973 0.700  H18 1.110, H43 1.124, C52 1.473, H82 1.103
18 H -0.720 3.597 1.744  C17 1.110
19 N 3.653 3.728 -1.042  C60 1.255, H71 1.075, H83 1.049
20 H 5.303 1.638 1.605  N73 1.013
21 C -4.692 -3.714 -1.565  H36 1.072, H57 1.107, H64 1.094, C86 1.552
22 N 1.917 3.746 -3.121  C35 1.325, H56 1.001, H91 1.001
23 H -0.168 -0.285 -1.858  C68 1.082
24 H -0.982 -4.237 -0.938  C48 1.129
25 H -2.186 -0.427 -0.663  C84 1.102
26 C -4.150 0.459 -0.295  H40 1.114, O44 1.452, H50 1.082, C84 1.531
27 H 0.615 0.224 1.397  O80 0.983
28 H -2.425 0.243 0.941  C84 1.066
29 H -2.864 -2.922 -2.199  C86 1.070
30 H 1.624 0.014 -0.465  C33 1.036
31 O 1.426 -1.895 2.834  H6 0.984, C46 1.471
32 H -2.170 1.409 -0.365  C84 1.142
33 C 1.007 -0.780 -0.215  H30 1.036, H42 1.110, C68 1.494, O80 1.356
34 H -2.940 0.416 -4.560  C79 1.104
35 C 0.978 2.821 -3.253  N22 1.325, N49 1.320, O74 1.347
36 H -5.585 -4.143 -1.975  C21 1.072
37 O -2.315 1.629 -3.069  H7 0.959, C79 1.433
38 H 1.193 1.953 1.865  N75 1.070
39 N 3.515 1.624 -0.950  C60 1.283, H67 1.016, H69 1.060
40 H -4.598 -0.529 -0.041  C26 1.114
41 H -2.608 -0.468 -3.193  C79 1.085
42 H 1.676 -1.528 0.259  C33 1.110
43 H -1.788 3.877 0.336  C17 1.124
44 O -4.420 0.521 -1.720  C26 1.452, H72 0.951
45 H -0.573 -1.882 -1.226  C68 1.124
46 C 2.111 -3.143 2.462  H1 1.081, H16 1.101, O31 1.471, C51 1.496
47 H -1.261 -3.875 2.211  C63 1.080
48 C -1.245 -4.560 0.111  H24 1.129, C63 1.564, H70 1.082, H77 1.061
49 N -0.244 3.260 -3.015  H15 1.030, C35 1.320, H89 0.996
50 H -4.525 1.303 0.269  C26 1.082
51 C 1.780 -4.197 3.471  H10 1.098, H12 1.092, C46 1.496, H81 1.163
52 C 0.367 3.360 -0.069  H9 1.121, C17 1.473, H59 1.099, O66 1.454
53 H -1.098 0.248 -3.977  C79 1.130
54 C 4.185 0.116 2.241  N61 1.296, N73 1.317, O87 1.430
55 O -2.349 -2.514 0.904  H8 0.986, C63 1.469
56 H 2.847 3.470 -3.369  N22 1.001
57 H -4.328 -4.613 -1.031  C21 1.107
58 O 5.395 2.583 0.114  C60 1.427
59 H 0.853 4.134 -0.680  C52 1.099
60 C 4.219 2.665 -0.690  N19 1.255, N39 1.283, O58 1.427
61 N 3.639 -0.424 3.285  H4 1.044, H11 1.057, C54 1.296
62 H -3.713 -3.774 -3.553  C86 1.129
63 C -1.264 -3.454 1.216  H47 1.080, C48 1.564, O55 1.469, H92 1.078
64 H -4.982 -2.867 -0.937  C21 1.094
65 C 0.592 0.946 3.505  N75 1.304, N76 1.232, O78 1.382
66 O 1.500 3.004 0.770  H3 0.984, C52 1.454
67 H 2.739 1.658 -1.605  N39 1.016
68 C 0.278 -1.185 -1.455  H23 1.082, C33 1.494, H45 1.124, H90 1.027
69 H 3.799 0.720 -0.475  N39 1.060
70 H -0.506 -5.312 0.356  C48 1.082
71 H 4.105 4.624 -0.658  N19 1.075
72 H -5.307 0.853 -1.808  O44 0.951
73 N 4.895 1.210 2.427  H13 1.073, H20 1.013, C54 1.317
74 O 1.329 1.527 -3.382  C35 1.347
75 N 1.428 1.143 2.524  H38 1.070, C65 1.304, H88 1.025
76 N -0.488 1.471 3.229  H5 1.030, C65 1.232, H85 1.051
77 H -2.240 -4.928 0.091  C48 1.061
78 O 0.913 0.307 4.688  C65 1.382
79 C -2.197 0.371 -3.745  H34 1.104, O37 1.433, H41 1.085, H53 1.130
80 O 0.146 -0.319 0.725  H27 0.983, C33 1.356
81 H 0.739 -4.654 3.228  C51 1.163
82 H -0.449 5.037 0.783  C17 1.103
83 H 2.801 3.790 -1.651  N19 1.049
84 C -2.634 0.402 -0.092  H25 1.102, C26 1.531, H28 1.066, H32 1.142
85 H -1.211 1.121 3.907  N76 1.051
86 C -3.811 -3.075 -2.672  O14 1.364, C21 1.552, H29 1.070, H62 1.129
87 O 3.981 -0.287 0.884  C54 1.430
88 H 2.342 0.693 2.640  N75 1.025
89 H -0.959 2.568 -3.068  N49 0.996
90 H 0.870 -1.717 -2.104  C68 1.027
91 H 1.715 4.726 -3.115  N22 1.001
92 H -0.424 -2.778 1.209  C63 1.078

Properties
- Relative energy (zero: lowest compared OMol25 entry of this formula, charge and spin): 727.19 kJ/mol
- SMILES string: NC(N)=O.NC(N)=O.NC(N)=O.NC(N)=O.CCO.CCO.CCO.CCO.CCO.CCO.CO
- Highest occupied orbital energy: -8.8 eV
- Energy: -52976.1619 eV
- LUMO level: -0.08 eV
- 2S+1: 1
- Max |F|: 11.7 eV/Å